Record 1
16
Properties=species:S:1:pos:R:3:forces:R:3:nbo_charge:R:1 method="wB97M-V/def2-TZVPD" max_force_ha_per_bohr=0.0831 relative_energy_kj_mol=345.9 energy_ev=-20615.6954 total_charge=-1 e_homo_ha="-0.1359 / -0.1008"
P -0.20946 1.43155 0.20785 0.149 2.939 -2.141 2.26
O 0.20501 2.81592 1.06426 0.025 0.074 -0.803 -1.02
O 0.93245 1.28383 -0.77095 -0.042 -0.560 0.195 -1.20
O -1.55757 1.81549 -0.42365 1.133 -1.698 1.373 -1.17
N 1.53976 -1.20785 -1.69328 0.273 2.229 -0.239 -0.84
N -1.52776 -0.18271 1.68037 -0.269 -0.458 0.933 -0.79
C -0.20307 0.14299 1.43994 -3.387 2.262 -1.286 -0.44
C 0.48465 -2.00958 -1.41637 0.562 -1.599 1.656 -0.29
H 1.10998 -0.21186 -1.75242 1.649 -1.041 0.236 0.45
H 0.27700 3.44304 0.29532 -0.056 -0.622 1.185 0.48
H 0.42522 -2.49394 -0.42843 -0.289 -0.008 -0.685 0.14
H -2.18456 -0.17543 0.91792 -0.125 0.546 -0.181 0.40
H -0.32530 -1.87418 -2.05819 -1.497 -0.032 -0.528 0.15
H 2.27798 -1.22238 -0.98455 -0.560 0.245 -0.366 0.35
H -1.67695 -0.92574 2.32758 -0.148 -0.529 0.181 0.35
H 0.43261 -0.62915 1.59460 2.582 -1.748 0.471 0.17



Record 2
17
Properties=species:S:1:pos:R:3:forces:R:3:nbo_charge:R:1 method="wB97M-V/def2-TZVPD" max_force_ha_per_bohr=0.0763 relative_energy_kj_mol=117.4 energy_ev=-22665.9419 total_charge=-1 e_homo_ha=-0.1913
P 0.84998 -2.04923 1.27037 0.567 -0.872 3.781 2.36
O 2.09283 -1.16172 1.18718 -1.745 -0.833 -0.747 -1.14
O 0.73466 -3.29985 0.47776 0.295 0.529 -0.102 -1.12
O -0.09656 -1.78326 2.41626 0.796 -0.119 -1.191 -1.14
O -0.37136 -0.87391 -0.29774 -0.800 0.734 -0.366 -0.72
N 1.21264 1.30813 -1.48415 -0.160 -0.437 1.366 -0.85
N -1.91582 0.58836 0.66206 0.594 1.675 -1.666 -0.84
C -0.20800 1.46132 -0.94620 1.868 0.557 -1.164 -0.26
C -0.52228 0.49018 0.19734 -0.418 -1.357 0.194 0.19
H 0.55466 -1.10659 -0.21701 0.946 0.761 -1.728 0.45
H -2.52135 0.71769 -0.17306 0.657 -0.024 0.711 0.34
H 0.24931 0.52000 1.03513 -1.179 0.671 -0.767 0.21
H 1.73847 1.17369 -0.60686 0.430 -0.122 -0.881 0.36
H -0.23868 2.52834 -0.56779 -0.416 -1.160 -0.557 0.19
H -2.20254 -0.27974 1.03898 0.085 -1.074 0.802 0.39
H 1.37488 0.45833 -2.07483 -0.657 0.881 1.073 0.36
H -0.73084 1.30828 -1.91744 -0.864 0.190 1.242 0.20



Record 3
17
Properties=species:S:1:pos:R:3:forces:R:3:nbo_charge:R:1 method="wB97M-V/def2-TZVPD" max_force_ha_per_bohr=0.0728 relative_energy_kj_mol=0.0 energy_ev=-22667.1583 total_charge=-1 e_homo_ha=-0.1828 smiles="N[C@@H](O)[C@H](N)[P@@](=O)([O-])O"
P 0.02720 0.70650 -1.33665 -0.528 0.756 -0.087 2.29
O 0.25287 2.34127 -1.06465 -0.297 -0.729 0.051 -1.01
O 1.47568 0.47113 1.35094 0.289 0.147 0.199 -0.76
O -0.86800 0.50783 -2.51115 -0.143 -0.121 0.146 -1.17
O 1.40652 0.08852 -1.36022 0.015 0.014 0.330 -1.21
N 0.55369 -1.68204 0.88317 0.144 -0.249 0.101 -0.90
N -1.97435 -0.61451 0.07189 -0.351 -0.405 -0.349 -0.87
C 0.36152 -0.34419 1.38060 -2.755 0.853 -2.388 0.28
C -0.89570 0.32139 0.22743 2.939 -0.676 2.112 -0.45
H 1.72424 0.48980 0.39923 0.207 0.023 -0.002 0.51
H -2.34731 -0.43967 -0.86358 -0.079 -0.200 0.136 0.37
H -0.06363 -0.35260 2.38492 0.046 0.039 -0.064 0.15
H 1.27993 -2.16149 1.40924 -0.068 0.098 -0.010 0.35
H -1.24363 1.24503 0.69292 0.114 0.056 -0.080 0.20
H 0.88595 -1.58718 -0.07773 0.116 -0.077 0.094 0.39
H 0.99235 2.55938 -1.62796 0.452 0.349 -0.221 0.47
H -1.56733 -1.54916 0.04160 -0.101 0.121 0.032 0.37



Record 4
15
Properties=species:S:1:pos:R:3:forces:R:3:mulliken_spin:R:1 method="wB97M-V/def2-TZVPD" max_force_ha_per_bohr=0.0465 s2=0.75 energy_ev=-28902.3947 total_charge=-1 spin_multiplicity=2 e_homo_ha="0.0111 / -0.1566"
S 1.93987 2.11286 -0.32519 2.338 -0.416 -0.296 0.37
S -0.03682 2.27567 0.46350 -2.162 -0.031 0.754 0.59
O -0.68862 -1.90393 -1.66091 -0.921 0.350 0.698 -0.04
N -2.08622 -0.15904 -1.01447 -0.973 -1.022 0.907 -0.01
N -1.20045 -1.57631 0.57433 -0.028 -0.499 -0.570 -0.02
C 2.59162 0.77161 0.77191 0.033 0.671 -0.971 -0.09
C -1.30318 -1.28988 -0.79185 0.855 0.439 0.125 0.24
H 3.63411 0.69164 0.47686 0.190 -0.169 0.247 0.06
H -0.51911 1.46841 -0.49234 -0.080 0.181 0.261 0.00
H 2.50485 1.01451 1.82642 -0.102 0.081 0.061 0.01
H -2.34788 -0.01295 -1.97006 0.044 0.011 -0.350 -0.02
H -0.57411 -2.34962 0.75587 0.018 0.297 -0.035 0.00
H -2.88960 -0.09164 -0.35651 1.071 0.263 -0.730 -0.08
H -1.11776 -0.79476 1.21524 -0.087 0.092 -0.211 -0.02
H 2.09330 -0.15657 0.52722 -0.195 -0.250 0.111 0.00